Entry 1:
Below is one molecule with the formula C5H8O2, with properties calculated with wB97M-V/def2-TZVPD.

Results
Kohn-Sham gap = 0.3505 hartree
total energy = -9408.747 eV
2S+1 = 1
relative energy (zero: lowest compared OMol25 entry of this formula, charge and spin) = 104.7 kJ/mol
SMILES = C/C=C(\O)CC=O

CARTESIAN COORDINATES (ANGSTROEM)
C (-2.035, 0.043, -1.001)
C (-0.936, -0.079, 0.017)
C (0.343, -0.347, -0.261)
O (0.867, -0.487, -1.514)
C (1.396, -0.508, 0.809)
C (1.616, 0.827, 1.485)
O (1.345, 1.048, 2.641)
H (-1.855, -0.582, -1.885)
H (-2.986, -0.293, -0.578)
H (-2.178, 1.075, -1.343)
H (-1.195, 0.049, 1.064)
H (0.183, -0.291, -2.168)
H (2.326, -0.846, 0.338)
H (1.091, -1.234, 1.567)
H (2.018, 1.627, 0.828)

Forces on the atoms, in the same order (eV/Å):
C -0.04 -0.02 -0.08
C 0.20 -0.06 -0.04
C -0.24 0.05 0.32
O -0.13 0.03 -0.14
C 0.00 -0.06 0.10
C -0.10 0.03 0.28
O 0.17 -0.07 -0.47
H -0.01 0.10 0.10
H 0.12 0.07 -0.05
H 0.01 -0.11 0.04
H 0.07 -0.06 -0.14
H 0.08 -0.04 0.05
H -0.11 0.08 0.06
H 0.03 0.11 -0.13
H -0.05 -0.05 0.09



Entry 2:
Below is a 10-piece molecular cluster, C50H64BrClF3N5O30P2S overall, with properties calculated with wB97M-V/def2-TZVPD.

Results
Kohn-Sham gap = 0.2739 hartree
total energy = -241895.483 eV
2S+1 = 1
relative energy (zero: lowest compared OMol25 entry of this formula, charge and spin) = 0.0 kJ/mol
SMILES = CCCCNN1c2c(F)c(CCCCl)c(F)c(P(C)C)c2Sc2c(N)c(C(=O)NC(=O)F)c(P(N)O)c(Br)c21.O=C1OCCO1.O=C1OCCO1.O=C1OCCO1.O=C1OCCO1.O=C1OCCO1.O=C1OCCO1.O=C1OCCO1.O=C1OCCO1.O=C1OCCO1

CARTESIAN COORDINATES (ANGSTROEM)
C (0.161, 5.358, -2.333)
C (-0.216, 4.223, -3.264)
C (0.683, 2.989, -3.125)
C (-0.119, 1.686, -3.115)
N (0.545, 0.494, -2.590)
N (0.970, 0.623, -1.184)
C (-0.200, 0.531, -0.369)
C (-0.860, 1.714, -0.041)
F (-0.367, 2.881, -0.452)
C (-2.044, 1.761, 0.689)
C (-2.747, 3.064, 0.956)
C (-3.559, 3.552, -0.258)
C (-4.118, 2.434, -1.112)
Cl (-5.369, 3.081, -2.226)
C (-2.549, 0.546, 1.126)
F (-3.698, 0.554, 1.827)
C (-1.949, -0.678, 0.851)
P (-2.642, -2.283, 1.407)
C (-2.451, -2.174, 3.219)
C (-4.428, -2.157, 1.027)
C (-0.772, -0.656, 0.093)
S (0.014, -2.187, -0.257)
C (1.674, -1.641, -0.483)
C (2.665, -2.603, -0.221)
N (2.281, -3.859, 0.251)
C (4.002, -2.244, -0.420)
C (5.030, -3.282, -0.112)
O (5.126, -4.294, -0.717)
N (5.919, -3.057, 1.036)
C (5.236, -2.548, 2.127)
O (4.478, -3.146, 2.800)
F (5.500, -1.269, 2.372)
C (4.351, -0.964, -0.875)
P (6.163, -0.709, -1.130)
N (6.532, 0.773, -0.396)
O (6.236, -0.370, -2.733)
C (3.344, -0.030, -1.111)
Br (3.840, 1.693, -1.693)
C (1.979, -0.348, -0.915)
H (-0.429, 6.238, -2.583)
H (1.201, 5.648, -2.455)
H (-0.035, 5.142, -1.288)
H (-0.194, 4.607, -4.282)
H (-1.248, 3.915, -3.107)
H (1.209, 3.069, -2.181)
H (1.408, 2.928, -3.931)
H (-0.350, 1.443, -4.139)
H (-1.079, 1.827, -2.630)
H (1.379, 0.329, -3.142)
H (-2.033, 3.828, 1.227)
H (-3.444, 2.913, 1.768)
H (-4.400, 4.151, 0.075)
H (-2.960, 4.193, -0.900)
H (-3.375, 1.973, -1.749)
H (-4.608, 1.660, -0.534)
H (-2.402, -1.139, 3.550)
H (-1.522, -2.637, 3.519)
H (-3.283, -2.644, 3.723)
H (-4.970, -1.496, 1.686)
H (-4.880, -3.140, 1.035)
H (-4.487, -1.745, 0.022)
H (3.046, -4.516, 0.268)
H (1.525, -4.270, -0.279)
H (6.616, -2.373, 0.739)
H (6.512, 1.542, -1.061)
H (7.493, 0.694, -0.084)
H (5.816, -1.090, -3.218)
O (-2.306, 1.108, -5.081)
C (-1.957, 0.419, -5.987)
O (-2.674, 0.230, -7.107)
C (-1.868, -0.459, -8.062)
C (-0.857, -1.157, -7.172)
O (-0.798, -0.278, -6.037)
H (-2.477, -1.148, -8.641)
H (-1.416, 0.270, -8.734)
H (-1.199, -2.136, -6.835)
H (0.124, -1.258, -7.629)
O (0.422, 5.648, 2.286)
C (0.904, 4.585, 2.523)
O (0.758, 3.922, 3.692)
C (1.292, 2.603, 3.530)
C (2.267, 2.797, 2.385)
O (1.681, 3.890, 1.670)
H (1.765, 2.269, 4.450)
H (0.478, 1.920, 3.275)
H (3.259, 3.097, 2.726)
H (2.356, 1.922, 1.744)
O (0.085, -6.518, 3.005)
C (1.254, -6.707, 3.033)
O (1.993, -6.836, 4.163)
C (3.305, -7.280, 3.803)
C (3.412, -6.816, 2.363)
O (2.046, -6.825, 1.936)
H (4.049, -6.836, 4.459)
H (3.348, -8.366, 3.897)
H (3.798, -5.797, 2.286)
H (4.011, -7.475, 1.740)
O (-5.308, -0.903, -7.899)
C (-5.763, 0.021, -7.299)
O (-6.337, 1.098, -7.884)
C (-6.962, 1.880, -6.855)
C (-6.181, 1.466, -5.621)
O (-5.773, 0.136, -5.962)
H (-6.882, 2.939, -7.083)
H (-8.016, 1.602, -6.797)
H (-5.288, 2.073, -5.461)
H (-6.774, 1.459, -4.711)
O (-2.073, -2.391, 6.796)
C (-0.892, -2.493, 6.778)
O (-0.114, -2.712, 7.864)
C (1.217, -2.993, 7.419)
C (1.244, -2.326, 6.056)
O (-0.127, -2.395, 5.661)
H (1.943, -2.584, 8.117)
H (1.346, -4.075, 7.358)
H (1.545, -1.277, 6.108)
H (1.870, -2.844, 5.333)
O (5.846, -5.010, 8.875)
C (5.788, -4.323, 7.912)
O (6.214, -3.036, 7.850)
C (6.194, -2.617, 6.483)
C (5.170, -3.555, 5.874)
O (5.283, -4.709, 6.713)
H (5.918, -1.568, 6.411)
H (7.190, -2.754, 6.058)
H (4.153, -3.166, 5.945)
H (5.379, -3.810, 4.842)
O (5.136, 4.914, 5.819)
C (4.838, 5.729, 5.010)
O (4.918, 7.068, 5.191)
C (4.696, 7.714, 3.930)
C (3.908, 6.665, 3.175)
O (4.369, 5.445, 3.770)
H (4.155, 8.645, 4.069)
H (5.662, 7.926, 3.469)
H (2.833, 6.752, 3.337)
H (4.106, 6.664, 2.106)
O (-5.451, -3.617, 3.894)
C (-5.778, -2.600, 4.410)
O (-5.951, -1.425, 3.749)
C (-6.573, -0.499, 4.646)
C (-6.178, -1.053, 6.003)
O (-6.036, -2.448, 5.725)
H (-6.203, 0.507, 4.466)
H (-7.652, -0.520, 4.482)
H (-5.220, -0.665, 6.352)
H (-6.931, -0.895, 6.770)
O (-1.711, 2.276, -11.941)
C (-2.666, 1.591, -11.776)
O (-3.044, 1.074, -10.582)
C (-4.353, 0.498, -10.729)
C (-4.405, 0.215, -12.217)
O (-3.526, 1.214, -12.750)
H (-4.453, -0.388, -10.109)
H (-5.094, 1.232, -10.412)
H (-4.008, -0.770, -12.469)
H (-5.398, 0.320, -12.642)

Forces on the atoms, in the same order (eV/Å):
C -0.34 0.39 -0.14
C 0.15 -0.18 -0.25
C -0.34 -0.09 0.46
C 0.65 0.30 -0.13
N -0.33 -0.25 -0.24
N 0.14 -0.14 -0.13
C -0.10 0.25 0.25
C -0.28 -0.48 0.38
F 0.12 0.21 0.01
C 0.15 0.08 0.18
C -0.36 -0.30 -0.48
C 0.03 0.11 -0.26
C -0.16 -0.06 -0.12
Cl -0.05 0.04 -0.09
C 0.59 -0.14 -0.52
F 0.00 0.11 0.12
C -0.36 0.23 0.18
P 0.39 -1.03 -0.53
C -0.03 0.74 0.03
C 0.22 0.64 0.00
C 0.06 0.22 -0.07
S 0.07 -0.13 0.13
C -0.34 0.30 -0.11
C -0.01 -0.01 -0.21
N 0.34 0.05 -0.28
C -0.48 0.23 0.25
C 0.25 0.12 0.30
O 0.14 -0.87 -0.57
N 0.03 0.87 0.04
C 0.19 -0.31 -0.56
O -0.91 -0.47 0.64
F 0.48 0.59 0.24
C -0.04 0.44 0.11
P 0.00 -0.46 0.55
N 0.54 -0.20 -0.71
O -0.09 0.13 -0.02
C -0.28 -0.39 0.20
Br -0.43 0.21 -0.13
C 0.58 0.01 0.03
H -0.09 0.18 0.02
H 0.22 -0.09 0.06
H 0.14 -0.17 0.15
H 0.03 -0.05 -0.24
H -0.23 0.09 0.17
H 0.30 -0.03 0.09
H 0.28 0.12 -0.06
H -0.19 -0.27 -0.15
H -0.13 -0.10 0.21
H 0.22 0.02 0.16
H 0.18 0.23 0.20
H 0.02 0.00 0.34
H -0.07 0.19 0.21
H 0.16 0.08 -0.04
H 0.19 -0.10 -0.06
H -0.08 -0.09 0.17
H -0.12 0.16 0.09
H 0.11 -0.27 0.02
H -0.05 -0.33 0.05
H -0.16 0.04 0.15
H 0.01 -0.22 0.06
H -0.07 -0.08 -0.23
H -0.05 -0.10 0.01
H -0.22 -0.02 0.24
H 0.10 -0.18 -0.22
H -0.36 0.18 0.22
H -0.01 0.09 0.23
H 0.07 0.04 -0.24
O -0.12 -0.03 -0.08
C -0.18 0.00 -0.02
O -0.11 0.11 -0.08
C 0.17 -0.19 -0.17
C -0.03 -0.06 -0.06
O 0.01 -0.01 -0.03
H -0.16 0.04 0.11
H 0.03 0.02 0.03
H -0.04 0.02 0.02
H 0.07 0.15 0.12
O 0.00 -0.01 0.01
C 0.00 0.14 0.01
O -0.06 -0.07 0.02
C 0.03 -0.14 -0.04
C 0.22 -0.28 0.03
O 0.02 -0.02 -0.03
H -0.01 0.17 0.07
H -0.02 0.03 -0.04
H -0.02 0.03 0.05
H -0.10 0.12 -0.17
O 0.00 0.00 0.01
C -0.05 0.05 -0.03
O 0.07 0.01 0.02
C 0.09 -0.03 -0.01
C 0.18 0.06 0.00
O 0.08 -0.03 0.00
H -0.12 0.09 0.08
H -0.03 -0.01 -0.03
H -0.02 0.02 0.06
H -0.14 -0.06 -0.08
O -0.08 -0.05 -0.10
C 0.19 -0.09 0.02
O -0.05 0.05 0.06
C -0.02 0.09 0.12
C 0.00 0.22 0.02
O -0.04 -0.06 -0.01
H 0.10 -0.03 -0.13
H 0.01 -0.04 0.00
H 0.02 -0.03 -0.02
H 0.01 -0.17 0.01
O -0.03 0.05 0.00
C -0.02 0.02 -0.02
O 0.04 -0.01 -0.01
C 0.13 -0.05 -0.03
C 0.11 -0.07 0.01
O 0.06 0.05 0.02
H -0.13 0.07 0.09
H -0.02 0.00 -0.04
H -0.02 0.01 0.04
H -0.15 -0.05 -0.10
O -0.01 -0.03 0.02
C 0.03 0.04 0.02
O -0.02 0.00 -0.05
C -0.01 0.06 -0.09
C 0.08 0.06 0.00
O -0.03 0.02 -0.05
H -0.02 0.00 0.16
H 0.00 -0.04 0.00
H 0.01 0.02 0.01
H -0.01 -0.17 0.02
O 0.00 -0.04 0.02
C -0.01 0.04 0.01
O 0.02 0.02 -0.04
C 0.03 -0.03 -0.04
C -0.20 0.15 -0.19
O -0.01 0.03 -0.03
H -0.03 -0.04 0.17
H 0.02 -0.04 0.01
H 0.00 0.00 0.02
H 0.07 -0.17 0.01
O -0.02 -0.02 -0.04
C -0.08 -0.06 -0.03
O -0.11 0.04 0.25
C 0.01 0.13 0.06
C 0.01 0.15 0.04
O -0.03 0.04 0.02
H 0.11 -0.05 -0.11
H -0.01 -0.04 0.02
H 0.03 -0.02 -0.05
H -0.04 -0.16 0.00
O 0.04 0.01 0.00
C 0.00 0.01 0.02
O -0.07 -0.05 -0.04
C -0.08 -0.07 -0.03
C -0.06 -0.06 0.05
O -0.04 -0.03 0.00
H 0.11 0.05 0.08
H 0.00 0.02 -0.01
H 0.03 0.00 0.02
H 0.04 0.13 -0.08



Entry 3:
Below is C13H10F5MgNO as an isolated structure, with properties calculated with wB97M-V/def2-TZVPD.

Results
Kohn-Sham gap (spin up / spin down) = 0.0990 / 0.0990 hartree
charge = -2
total energy = -36209.563 eV
2S+1 = 1

CARTESIAN COORDINATES (ANGSTROEM)
C (3.330, -0.525, 0.477)
C (3.297, -0.570, -0.950)
C (2.412, -1.614, -1.345)
C (1.887, -2.219, -0.158)
C (2.465, -1.548, 0.971)
Mg (1.121, -0.113, -0.124)
N (1.177, 1.834, 0.642)
C (1.224, 2.909, -0.301)
C (1.619, 2.101, -1.495)
H (2.242, -1.945, -2.367)
H (3.896, 0.048, -1.620)
H (1.245, -3.090, -0.122)
H (2.338, -1.822, 2.014)
H (3.962, 0.132, 1.074)
H (2.678, 2.022, -1.714)
H (1.796, 3.822, -0.092)
H (0.694, 2.128, 1.500)
H (0.849, 1.976, -2.258)
H (0.163, 3.189, -0.479)
F (-5.818, -0.451, 1.292)
C (-4.526, -0.507, 0.927)
C (-3.935, -1.738, 0.639)
F (-4.652, -2.874, 0.748)
C (-2.614, -1.792, 0.248)
F (-2.020, -2.974, -0.023)
C (-1.837, -0.613, 0.092)
O (-0.649, -0.693, -0.414)
C (-2.458, 0.620, 0.450)
F (-1.754, 1.780, 0.380)
C (-3.782, 0.673, 0.847)
F (-4.349, 1.857, 1.160)

Forces on the atoms, in the same order (eV/Å):
C 0.63 -0.88 -0.68
C 0.50 -0.73 0.72
C 0.53 -0.39 0.73
C 1.14 -0.22 -0.09
C 0.49 -0.33 -0.60
Mg 0.02 3.73 -0.48
N 0.35 -0.75 3.06
C -1.60 -1.83 -1.13
C 0.11 0.32 -1.35
H -0.21 0.21 0.25
H -0.48 -0.06 0.27
H -0.13 0.25 0.01
H -0.16 0.13 -0.15
H -0.55 -0.05 -0.23
H 0.05 -0.02 -0.44
H 0.37 0.02 0.33
H -0.11 0.14 0.42
H 0.38 0.12 -0.45
H 0.13 0.87 -0.11
F -0.65 -0.05 0.22
C 0.55 0.06 -0.12
C 0.17 0.50 0.04
F -0.22 -0.05 0.05
C 0.16 0.67 0.05
F -0.37 0.09 0.04
C 0.99 0.10 -0.70
O -1.88 -0.33 0.55
C 0.38 0.34 -0.03
F -0.80 -1.01 -0.05
C 0.30 -0.57 -0.09
F -0.09 -0.26 -0.04



Entry 4:
Below is a 3-piece molecular cluster, C21H42N2O7 overall, with properties calculated with wB97M-V/def2-TZVPD.

Results
Kohn-Sham gap (spin up / spin down) = 0.3282 / 0.3506 hartree
total energy = -39764.899 eV
2S+1 = 3
<S²> = 2.008

CARTESIAN COORDINATES (ANGSTROEM)
O (7.501, 1.509, 0.972)
C (6.367, 1.852, 0.751)
O (5.316, 0.953, 0.782)
O (4.240, 1.530, 1.542)
O (5.930, 3.076, 0.421)
C (6.814, 3.866, -0.372)
C (6.415, 3.789, -1.815)
O (6.950, 2.598, -2.360)
H (3.739, 2.025, 0.881)
H (6.721, 4.890, -0.035)
H (7.850, 3.576, -0.265)
H (6.784, 4.669, -2.330)
H (5.329, 3.784, -1.877)
H (7.018, 2.687, -3.307)
C (-0.220, 2.565, 0.297)
C (0.247, 2.701, -1.164)
C (-0.887, 2.312, -2.110)
C (-1.176, 0.812, -2.098)
C (0.090, 0.012, -2.399)
C (1.282, 0.380, -1.513)
N (1.454, 1.863, -1.438)
O (2.102, 2.310, -2.459)
C (1.106, -0.223, -0.111)
C (2.547, -0.241, -2.092)
C (0.610, 4.168, -1.355)
H (-0.934, 3.357, 0.521)
H (-0.728, 1.630, 0.515)
H (0.619, 2.669, 0.986)
H (-0.626, 2.616, -3.129)
H (-1.783, 2.872, -1.837)
H (-1.599, 0.505, -1.138)
H (-1.935, 0.583, -2.850)
H (-0.111, -1.055, -2.285)
H (0.363, 0.170, -3.447)
H (1.884, 0.129, 0.568)
H (1.179, -1.308, -0.164)
H (0.139, -0.016, 0.338)
H (2.704, 0.038, -3.131)
H (2.458, -1.326, -2.048)
H (3.428, 0.053, -1.521)
H (1.444, 4.449, -0.711)
H (-0.247, 4.786, -1.092)
H (0.881, 4.395, -2.384)
C (-5.176, -2.436, 0.342)
C (-3.686, -2.815, 0.292)
C (-3.516, -4.310, 0.556)
C (-3.799, -4.689, 2.009)
C (-2.938, -3.861, 2.963)
C (-3.024, -2.351, 2.729)
N (-2.882, -2.030, 1.276)
O (-1.642, -1.997, 0.930)
C (-4.343, -1.790, 3.289)
C (-1.908, -1.659, 3.502)
C (-3.211, -2.474, -1.114)
H (-5.679, -2.840, -0.536)
H (-5.707, -2.834, 1.202)
H (-5.302, -1.353, 0.330)
H (-2.494, -4.606, 0.305)
H (-4.176, -4.864, -0.114)
H (-4.859, -4.561, 2.243)
H (-3.582, -5.748, 2.156)
H (-3.220, -4.070, 3.997)
H (-1.896, -4.177, 2.854)
H (-4.460, -0.742, 3.011)
H (-4.332, -1.846, 4.377)
H (-5.228, -2.330, 2.965)
H (-0.928, -2.061, 3.256)
H (-2.071, -1.807, 4.568)
H (-1.898, -0.587, 3.302)
H (-3.291, -1.401, -1.301)
H (-3.837, -2.993, -1.839)
H (-2.181, -2.776, -1.288)

Forces on the atoms, in the same order (eV/Å):
O -1.42 0.34 -0.58
C 0.85 -0.34 0.26
O 0.23 0.28 0.56
O 0.17 -0.21 -0.03
O 0.07 -0.58 0.08
C 0.14 0.69 -0.13
C -0.06 -0.24 -0.05
O 0.11 -0.14 0.21
H -0.03 0.08 -0.35
H -0.17 0.20 0.25
H 0.18 -0.34 0.24
H 0.19 0.23 -0.14
H -0.29 0.06 -0.08
H -0.08 -0.06 -0.33
C 0.00 -0.14 0.04
C -0.41 0.40 1.00
C -0.08 -0.30 -0.28
C 0.06 0.01 0.07
C -0.30 0.25 -0.28
C 0.17 -0.89 0.83
N -0.48 -0.03 -1.41
O 0.41 0.18 0.29
C -0.13 0.14 0.18
C 0.19 0.14 -0.20
C 0.17 0.13 -0.25
H 0.04 0.09 -0.08
H 0.05 0.01 -0.02
H 0.03 -0.02 0.01
H 0.11 0.01 0.03
H 0.02 0.05 0.06
H 0.04 0.01 0.02
H -0.01 -0.01 0.01
H 0.07 -0.04 0.05
H 0.07 0.07 0.02
H 0.03 0.03 -0.02
H 0.05 -0.02 -0.11
H 0.03 -0.05 -0.02
H 0.00 0.09 0.03
H -0.06 -0.04 0.07
H 0.01 0.00 0.02
H 0.02 -0.01 0.00
H -0.07 -0.04 0.07
H 0.06 -0.07 0.02
C -0.04 0.03 0.15
C -1.02 0.23 -0.48
C 0.16 -0.24 0.28
C 0.00 0.10 0.01
C 0.06 -0.36 -0.27
C -0.68 0.51 0.81
N 0.94 -1.20 -0.01
O 0.03 0.56 -0.13
C -0.13 -0.05 -0.13
C 0.29 0.04 -0.07
C 0.30 0.03 -0.11
H 0.08 -0.01 -0.08
H 0.05 0.02 0.00
H 0.02 0.02 0.02
H 0.04 0.11 0.00
H -0.04 0.05 -0.05
H -0.01 0.03 -0.02
H -0.02 -0.01 0.02
H 0.01 0.07 0.05
H 0.02 0.09 -0.06
H 0.00 0.01 -0.04
H 0.12 -0.01 0.03
H 0.05 0.01 -0.01
H -0.02 0.03 -0.09
H -0.09 -0.02 0.04
H -0.01 0.01 -0.02
H 0.01 0.01 0.01
H -0.10 -0.03 0.03
H 0.01 0.05 0.08